This record from the OMol25 dataset describes 2 unconnected molecules or ions with the total composition C3H9N3. The level of theory is ωB97M-V/def2-TZVPD.

The calculation puts the HOMO energy at -8.35 eV. The energy relative to the best compared isomer or geometry (same formula, charge and spin) comes out at 2.959 eV. Its calculated total energy is -7724.6154 eV. The value obtained for the HOMO-LUMO gap is 9.374 eV. Its spin multiplicity is 1.

Structure (XYZ):
```
15
C3H9N3 | the OMol25 dataset | ωB97M-V/def2-TZVPD
H -0.19 -2.24 1.46
N 0.63 -1.90 0.93
C 0.70 -1.57 -0.33
N 1.93 -1.23 -0.91
H -0.08 -1.50 -1.12
H 1.96 -0.36 -1.51
H 2.76 -1.53 -0.47
C -2.21 1.19 -0.19
C -1.30 2.06 0.10
N 0.02 1.50 0.47
H -2.08 0.18 -0.27
H -3.28 1.14 -0.38
H -1.33 3.17 0.42
H 0.09 0.56 0.54
H 0.99 1.92 0.43
```